2 unconnected molecules or ions with the total composition C20H14F4O, computed with the ωB97M-V functional and the def2-TZVPD basis.

Geometry as XYZ:
```
39
Properties=species:S:1:pos:R:3:forces:R:3
F 4.829687 0.804550 2.099464 -1.09 -0.19 0.05
C 3.507835 0.522507 2.092031 -0.17 -0.25 -0.11
C 3.071589 -0.792971 2.121654 0.82 -0.17 0.08
C 1.733186 -1.084481 2.084804 -0.22 0.23 -0.06
C 0.755812 -0.066735 2.023664 -0.10 0.08 0.04
C -0.596773 -0.485527 1.994550 0.20 0.24 -0.35
C -1.847107 0.182144 2.029605 -0.18 0.21 0.03
C -2.997747 -0.633332 2.072233 0.33 -0.09 -0.02
C -4.259404 -0.096404 2.108191 -0.29 -0.16 0.03
C -4.431022 1.275496 2.099125 -0.06 -0.08 -0.01
C -3.322218 2.103847 2.068280 0.12 0.24 0.01
C -2.053756 1.577261 2.038311 0.08 -0.10 0.02
C 1.223558 1.264837 2.008553 0.16 -0.21 0.02
C 2.567310 1.541788 2.040454 0.38 0.48 0.03
H 3.803439 -1.578279 2.180153 0.15 -0.21 -0.03
H 1.411589 -2.111734 2.125145 -0.01 -0.19 -0.07
H -0.697432 -1.557819 1.949945 -0.04 -0.29 0.03
H -2.874465 -1.703146 2.091050 0.04 -0.21 -0.07
H -5.118094 -0.747207 2.143870 -0.09 -0.09 -0.02
H -5.423549 1.696968 2.117532 -0.11 0.06 0.00
H -3.458128 3.173070 2.068902 0.03 0.14 -0.02
H -1.224838 2.253636 2.024602 0.11 0.16 -0.07
H 0.539564 2.086485 1.966484 -0.03 0.17 -0.07
H 2.919156 2.557515 2.027168 0.02 0.27 -0.04
F 0.031556 1.184687 -5.426878 -0.65 0.87 -0.18
C -0.345408 1.011803 -4.148142 1.13 -2.15 1.33
F -0.068739 2.122185 -3.439821 -0.57 0.47 -0.57
F -1.663658 0.745709 -4.096835 -0.05 0.86 -0.41
C 0.427048 -0.151797 -3.573558 0.06 0.14 -0.02
C 0.195532 -0.578784 -2.221961 0.62 -0.40 -0.42
O -0.637785 -0.043402 -1.487194 -1.61 1.03 1.53
C 0.981834 -1.670743 -1.743274 0.13 -0.04 -0.17
C 1.904089 -2.284351 -2.542020 0.20 -0.11 -0.11
C 2.098601 -1.851465 -3.845166 0.45 -0.34 -0.27
C 1.359971 -0.789766 -4.342811 0.07 -0.02 -0.19
H 0.827347 -1.986388 -0.726921 -0.14 -0.06 0.29
H 2.487316 -3.107470 -2.156511 0.11 -0.14 0.03
H 2.829514 -2.337132 -4.472230 0.08 -0.05 -0.09
H 1.514576 -0.445574 -5.352445 0.12 -0.09 -0.15
```
Forces are in eV/Å.

The relative energy (zero: lowest compared OMol25 entry of this formula, charge and spin) is 231.3 kJ/mol. The calculation puts the HOMO-LUMO gap at 2.9 eV. As for the charge: 0.

---

C20H14FN11 in the gas phase, computed with the ωB97M-V functional and the def2-TZVPD basis.

Geometry as XYZ:
```
46
Properties=species:S:1:pos:R:3:forces:R:3
N -3.259212 2.499558 -2.134099 1.83 0.40 0.04
C -2.553671 1.579332 -1.431818 -1.93 -2.49 0.50
N -3.220452 0.399005 -1.218492 2.51 -0.77 0.29
C -2.507408 -0.662785 -0.635932 2.36 1.88 1.89
N -3.185973 -1.975187 -0.532525 -1.64 3.60 -1.85
C -4.478853 -2.098044 -1.014389 -1.25 0.19 0.06
C -4.661463 -3.439914 -1.165912 -1.05 -0.21 0.23
N -3.484267 -4.062522 -0.797228 -0.40 0.14 -0.22
N -2.623415 -3.163827 -0.467793 1.00 -1.22 0.12
C -1.206458 -0.422413 0.000779 -2.10 -0.93 -0.45
C -0.459234 -1.537170 0.724585 -1.11 0.35 1.71
C 0.834132 -1.911632 0.284400 3.57 -1.35 -0.44
C 1.644414 -2.875537 0.939748 -4.32 -0.96 0.25
C 0.906268 -3.840396 1.839395 0.80 1.94 -1.97
N 1.180606 -5.053587 2.240763 -1.93 -0.85 1.90
C 0.006925 -5.421359 3.029625 0.65 1.72 -0.73
C -0.919504 -4.383593 3.034676 1.46 -1.03 -0.29
N -0.342996 -3.426331 2.192419 -3.57 2.78 2.06
C -0.983825 -2.162338 1.873129 2.02 0.02 -2.47
C -0.688831 0.930957 -0.110705 -0.26 0.58 -1.40
N 0.363091 1.565472 0.305267 2.10 1.29 0.91
C 0.363665 2.849514 -0.276133 0.19 -0.71 0.64
C 1.403530 3.905624 0.239419 -1.38 -1.84 -0.50
C 2.799568 3.737959 -0.174686 2.73 1.36 -2.03
N 3.737142 3.742467 0.796303 0.82 -0.78 0.10
C 5.062874 3.614557 0.535618 -2.37 -0.80 -3.80
C 5.514874 3.464494 -0.819612 -1.36 0.93 3.49
C 4.600089 3.681098 -1.802005 -1.37 -0.16 -0.33
C 3.236945 3.894052 -1.532958 -0.01 -1.13 1.05
F 2.316622 4.033573 -2.561218 1.21 -0.16 1.30
N -0.650909 3.054450 -1.111189 0.42 -1.02 1.41
N -1.310394 1.852097 -0.950064 -2.47 -0.90 -1.14
H -2.577443 3.207354 -2.460474 -1.26 -0.21 -0.30
H -3.905254 2.019186 -2.756983 0.21 0.70 -0.02
H -5.256097 -1.303895 -1.154499 1.51 -0.65 0.23
H -5.644462 -3.957667 -1.436728 2.00 0.63 0.39
H 1.323484 -1.423609 -0.620961 -0.92 -0.35 1.41
H 2.580898 -3.285014 0.678620 1.08 0.41 -0.71
H -0.124205 -6.344246 3.596349 0.48 0.22 -0.52
H -1.866912 -4.252579 3.583005 0.72 -0.03 -0.72
H -1.803793 -1.630138 2.419571 0.62 -1.57 -0.28
H 1.440547 3.688498 1.291784 -0.28 0.42 0.62
H 1.181827 4.934582 0.014309 -0.91 0.26 0.03
H 5.738717 3.294819 1.256934 0.78 0.25 1.90
H 6.529199 3.191069 -0.940693 0.79 -0.13 -0.66
H 4.949619 3.494068 -2.769599 0.03 0.22 -1.69
```
Forces are in eV/Å.

The calculation puts the HOMO-LUMO gap at 7.7 eV. As for the charge: 0.

---

A molecular structure, C20H14N5NiO2, computed with the ωB97M-V functional and the def2-TZVPD basis.

Geometry as XYZ:
```
42
Properties=species:S:1:pos:R:3:forces:R:3
Ni 0.369587 -0.165810 0.072523 -0.17 0.10 0.55
O 1.839003 -0.707483 1.264249 0.15 -0.03 -0.09
C 2.033518 -1.845264 1.832078 0.01 0.13 -0.05
C 3.335026 -2.173591 2.305493 0.01 -0.02 0.05
C 3.592609 -3.352102 2.955417 0.02 -0.02 0.00
C 2.578679 -4.296800 3.194723 0.02 0.09 -0.03
C 1.315774 -4.010962 2.743666 0.00 -0.02 0.00
C 1.018338 -2.819137 2.056383 -0.15 -0.14 -0.01
C -0.338375 -2.656704 1.602788 0.09 -0.04 -0.03
N -0.763796 -1.739747 0.820379 -0.05 0.04 -0.09
C -2.173085 -1.751913 0.441590 0.03 0.06 -0.03
C -2.607564 -0.354518 -0.074176 0.05 0.03 -0.01
N -1.570595 0.622146 0.187386 0.08 -0.18 -0.07
C -1.786176 1.615326 0.962597 0.04 0.18 -0.12
C -0.799640 2.592043 1.363266 -0.19 -0.12 0.10
C -1.182041 3.543493 2.325224 -0.02 0.02 -0.03
C -0.308725 4.490280 2.798823 0.06 -0.03 -0.05
C 1.003706 4.492101 2.289179 -0.03 0.02 0.01
C 1.410265 3.584692 1.346699 0.00 0.06 0.01
C 0.531707 2.584909 0.838715 -0.08 -0.06 -0.26
O 0.931434 1.764516 -0.062523 0.23 -0.08 0.16
H 4.117398 -1.449775 2.115150 0.00 -0.01 0.02
H 4.604347 -3.563255 3.284335 -0.01 0.01 0.00
H 2.792361 -5.225817 3.705139 0.01 0.00 0.00
H 0.511766 -4.724650 2.894919 0.00 0.00 0.00
H -1.047564 -3.412097 1.959904 0.01 -0.01 -0.01
H -2.792387 -2.054396 1.290672 0.01 0.03 0.03
H -2.322197 -2.490091 -0.349959 0.01 -0.04 0.01
H -3.561639 -0.052407 0.372614 -0.02 -0.03 0.04
H -2.747911 -0.406624 -1.154940 -0.01 0.04 -0.01
H -2.796613 1.755328 1.369605 0.01 0.00 0.04
H -2.202870 3.514108 2.695806 0.01 0.00 0.01
H -0.616321 5.209250 3.545955 0.01 0.01 -0.01
H 1.713466 5.227178 2.653366 -0.01 0.00 0.00
H 2.421523 3.584605 0.960157 0.00 0.00 0.01
N 0.902975 -1.193541 -1.602686 -0.12 0.05 0.05
C 1.121379 -2.333717 -1.649533 0.05 -0.09 -0.34
C 1.284981 -3.708194 -1.746986 -0.02 -0.14 0.18
C 2.561031 -4.293357 -1.955728 -0.22 0.07 0.04
N 3.589143 -4.783457 -2.142376 0.02 0.00 -0.01
C 0.137488 -4.507679 -1.501396 0.17 0.11 -0.12
N -0.821166 -5.123507 -1.305761 0.00 0.01 0.05
```
Forces are in eV/Å.

The relative energy (zero: lowest compared OMol25 entry of this formula, charge and spin) is 0.0 kJ/mol. The spin multiplicity is 3. The calculation puts the HOMO-LUMO gap (alpha / beta) at 7.8 / 7.8 eV. As for the charge: -1.

---

2 unconnected molecules or ions with the total composition C20H14NO7S2, computed with the ωB97M-V functional and the def2-TZVPD basis.

Geometry as XYZ:
```
44
Properties=species:S:1:pos:R:3:forces:R:3
O 0.098148 2.212705 3.148035 -0.04 -0.83 -1.57
C -0.251747 1.522366 2.147850 -0.50 -0.35 -0.87
C -0.672584 2.124578 0.871363 0.04 -0.08 0.63
C -1.429326 1.442470 -0.046983 0.07 -0.30 0.21
C -1.706496 0.070617 0.152460 -0.10 0.03 0.10
N -2.683464 -0.575028 -0.657309 -0.43 -0.32 -0.49
O -2.958712 -1.776721 -0.436733 0.26 1.30 -0.35
O -3.253935 0.089063 -1.554050 0.57 -0.89 0.92
C -1.089509 -0.628691 1.215238 -0.06 0.35 -0.20
C -0.335450 0.054527 2.139073 -0.04 0.53 0.22
H -0.453153 3.177150 0.717101 -0.08 -0.06 0.12
H -1.841636 1.929902 -0.929945 0.14 -0.09 0.28
H -1.243752 -1.705823 1.276003 0.08 0.31 0.07
H 0.150922 -0.485012 2.947432 -0.12 0.10 0.02
C 3.343363 2.250528 11.030553 -0.12 0.13 -0.25
C 2.538710 3.153241 10.333704 0.12 -0.09 -0.09
C 2.384953 2.989873 8.959564 -0.31 0.06 -0.19
C 3.003182 1.949773 8.290723 0.16 -0.11 -0.17
C 3.815898 1.048230 8.975680 -0.09 0.14 0.02
C 3.977331 1.200966 10.353702 -0.06 0.07 -0.26
S 2.697814 1.843707 6.514174 -0.57 0.49 0.28
O 3.842765 2.378503 5.818170 -0.24 -0.52 0.27
O 2.158833 0.539285 6.205961 0.57 0.53 0.07
C 1.377102 3.044654 6.487085 -0.54 0.09 -0.04
C 0.429712 3.040737 5.521196 1.18 -0.16 2.34
C -0.686397 3.963264 5.605211 -0.90 1.21 -0.28
C -0.494007 5.346762 5.826517 -0.13 -0.36 -0.34
C -1.585738 6.191290 6.020063 -0.07 -0.27 0.01
C -2.884596 5.670226 6.032284 0.28 -0.19 0.01
C -3.086597 4.305872 5.788819 0.21 0.11 -0.06
C -1.999665 3.474552 5.524559 0.32 -0.11 0.17
S 1.291378 4.039019 7.975987 0.76 -0.45 -0.15
O -0.011848 3.967509 8.591293 0.45 0.23 -0.20
O 1.949056 5.308708 7.753647 -0.35 -0.34 0.42
H 3.469717 2.370389 12.105379 -0.01 -0.08 -0.24
H 2.025648 3.975068 10.828871 0.12 -0.21 0.00
H 4.298118 0.247346 8.418677 -0.08 0.09 0.22
H 4.600863 0.492988 10.897509 -0.15 0.19 -0.09
H 0.468729 2.241330 4.798019 -0.19 -0.03 -0.47
H 0.514955 5.761459 5.797062 -0.32 -0.16 0.10
H -1.405986 7.255177 6.182853 -0.13 -0.29 -0.05
H -3.734023 6.324943 6.230104 0.21 -0.18 -0.08
H -4.091019 3.881838 5.804246 0.24 0.17 -0.08
H -2.120527 2.412266 5.303733 -0.16 0.32 0.05
```
Forces are in eV/Å.

The calculation puts the HOMO-LUMO gap at 6.3 eV. As for the charge: -1.

---

C20H14O2 in the gas phase, computed with the ωB97M-V functional and the def2-TZVPD basis.

Geometry as XYZ:
```
36
Properties=species:S:1:pos:R:3:forces:R:3
O 0.683165 3.434371 -1.209525 -1.49 -1.82 -0.95
C 0.058159 2.447505 -1.626892 1.24 1.13 1.16
C -0.841071 2.454559 -2.797893 -0.96 -1.63 -1.25
C -1.453221 1.320492 -3.279467 0.78 1.84 0.53
C -1.480795 0.062972 -2.496717 -1.36 -1.70 0.07
O -1.950343 -0.982530 -2.954637 1.00 1.63 0.70
C -1.069424 0.271872 -1.039751 -0.32 -0.30 -0.84
C -0.953236 -0.975891 -0.095797 0.82 0.92 0.17
C -0.982936 -0.300350 1.255651 -0.01 0.83 0.26
C -1.914461 -0.590602 2.240514 0.27 0.36 0.14
C -1.930849 0.190310 3.397487 0.86 1.02 0.24
C -0.988653 1.235162 3.558094 -0.59 -1.08 -0.44
C -0.001394 1.465620 2.595080 -0.34 0.07 -0.20
C -0.013342 0.745319 1.404757 -1.33 -0.45 0.85
C 0.968533 0.879005 0.276816 -0.75 -1.02 -0.34
C 1.452345 -0.533404 0.107127 1.31 -1.41 -0.48
C 2.812720 -0.850398 0.038464 -0.04 -0.54 -0.49
C 3.159854 -2.205489 -0.215479 -0.67 0.68 0.30
C 2.139536 -3.166734 -0.288072 1.06 -0.24 -0.12
C 0.782012 -2.878169 -0.292739 0.73 1.33 0.33
C 0.456158 -1.531121 -0.140494 0.14 0.28 0.00
C 0.266233 1.042556 -1.094114 -0.35 0.85 0.41
H -0.937967 3.340200 -3.389362 0.11 0.61 -0.04
H -2.007679 1.363715 -4.222107 0.20 -0.16 0.36
H -1.859465 0.932305 -0.604918 0.53 -0.34 -0.33
H -1.741456 -1.712852 -0.249094 0.09 0.11 -0.05
H -2.614762 -1.408590 2.090527 0.04 0.15 0.06
H -2.639585 0.045758 4.208233 -0.04 -0.19 -0.28
H -1.052086 1.859789 4.435027 0.14 0.00 0.15
H 0.742050 2.238654 2.776340 -0.09 -0.06 -0.17
H 1.731040 1.621087 0.463443 0.26 0.05 -0.07
H 3.571095 -0.031340 0.104259 -0.67 -0.94 0.04
H 4.203083 -2.505188 -0.357856 -0.43 0.10 0.26
H 2.439474 -4.201276 -0.346069 0.08 -0.19 -0.20
H 0.061328 -3.681276 -0.372644 -0.16 0.23 -0.09
H 0.905943 0.603961 -1.878193 -0.07 -0.11 0.29
```
Forces are in eV/Å.

The relative energy (zero: lowest compared OMol25 entry of this formula, charge and spin) is 34.1 kJ/mol. The calculation puts the HOMO-LUMO gap at 7.5 eV. As for the charge: 0.

---

For the records above, the corresponding DFT total energy values read -1245.1273 -1472.6022 -2703.2104 -2148.2558 -920.9960 a.u..